(1)
One molecule with the formula C4H7NO2, computed with wB97M-V/def2-TZVPD.

As for the SMILES: CO/C(C)=N/C=O. As for the total energy: -361.8350 hartree. Its gap between HOMO and LUMO is 10.723 eV.

```
14
Properties=species:S:1:pos:R:3:lowdin_charge:R:1
C 1.6636 0.9807 -1.1433 -0.0581
N -0.0447 0.5832 0.7396 0.1406
C -0.8792 0.5402 1.8449 -0.3500
O -1.5649 1.4682 2.1963 0.0487
C -0.0587 -0.2718 -0.2037 -0.4244
O 0.7971 -0.1538 -1.2213 -0.0562
C -0.9744 -1.4483 -0.3738 0.0204
H 1.0736 1.8750 -0.9253 0.0911
H 2.3873 0.8370 -0.3345 0.0947
H 2.1597 1.0550 -2.1123 0.0926
H -0.8189 -0.3888 2.4509 0.1290
H -0.9884 -2.0380 0.5470 0.0863
H -0.6395 -2.0700 -1.2058 0.0874
H -1.9926 -1.1017 -0.5683 0.0979
```



(2)
One molecule with the formula C2H4N2O2 in a non-equilibrium geometry, computed with wB97M-V/def2-TZVPD.

As for the SMILES: O=CNN1CO1. As for the total energy: -338.4223 hartree. Its gap between HOMO and LUMO is 10.248 eV.

```
10
Properties=species:S:1:pos:R:3:lowdin_charge:R:1
C -1.3458 0.6014 -0.5601 -0.3434
C 1.5239 0.1061 0.4559 -0.0128
N 0.0587 -0.7986 0.9418 -0.0011
N -0.9562 -0.5705 0.0428 -0.0258
O -0.8063 1.6795 -0.4523 0.0235
O 1.2478 -1.2291 0.3418 -0.1551
H -2.3923 0.5123 -0.9461 0.1369
H 1.5834 0.6452 -0.5812 0.1306
H 2.1773 0.4502 1.2982 0.1060
H -1.0905 -1.3964 -0.5407 0.1413
```



(3)
C8H10GaO4S as an isolated structure in a non-equilibrium geometry, computed with wB97M-V/def2-TZVPD.

As for the total charge: +3. As for the total energy: -2933.3521 hartree. Its gap between HOMO and LUMO (alpha / beta) is 4.274 / 4.276 eV.

```
24
Properties=species:S:1:pos:R:3:lowdin_charge:R:1
Ga 0.1672 0.0330 -0.2772 0.2534
O -1.4930 -2.4918 0.1401 0.3122
C -1.0775 -1.5981 -0.4594 0.1031
C 1.3077 1.9468 -0.7938 0.1080
O 2.0478 2.7618 -0.4672 0.2801
C -1.5641 1.3110 0.0854 0.1125
O -2.2497 1.7762 0.8827 0.2916
C 1.6095 -0.9992 -1.4999 0.1141
O 2.5215 -1.7023 -1.4511 0.3037
C -1.7154 0.1010 -3.9865 -0.0561
H -1.1971 -0.8827 -3.9526 0.0509
H -2.5459 0.1321 -3.2483 0.0493
C -0.9836 1.2523 -4.2415 -0.0337
H -1.2079 2.1456 -3.6103 0.0581
H 0.1227 1.1371 -4.3288 0.0589
C 1.9974 -0.2966 3.1290 -0.2145
S 0.8481 -0.5518 1.7999 0.9131
C -0.6075 -0.7612 2.8764 -0.2137
H 2.9008 0.1596 2.7392 0.0851
H 2.1851 -1.3009 3.5474 0.1163
H 1.4757 0.3214 3.8636 0.0839
H -0.7907 -1.8465 2.9135 0.0921
H -0.2628 -0.4002 3.8423 0.0751
H -1.4884 -0.2465 2.4969 0.0565
```



- Which formula does entry 1 have?
  C4H7NO2